# C17H36FN2O4

A 3-piece molecular cluster, C17H36FN2O4 overall (ωB97M-V/def2-TZVPD, the OMol25 dataset).

XYZ file:
```
60
Properties=species:S:1:pos:R:3:forces:R:3
C 3.318 2.451 -0.836 0.050 0.064 -0.038
C 3.314 1.138 -0.056 0.024 0.023 0.036
C 3.916 -0.027 -0.853 -0.059 0.024 -0.126
C 2.856 -0.772 -1.673 0.008 -0.029 -0.031
C 1.879 -1.569 -0.809 0.165 0.022 -0.007
C 0.664 -2.137 -1.556 -0.097 -0.027 -0.087
C -0.653 -1.703 -0.908 0.047 0.006 0.007
C -1.889 -2.501 -1.323 0.018 0.000 -0.072
C -3.031 -2.473 -0.295 -0.073 0.036 -0.013
C -3.253 -1.146 0.437 -0.008 -0.059 -0.098
C -4.731 -0.945 0.877 -0.018 0.089 0.130
C -5.793 -0.797 -0.195 0.120 -0.099 -0.116
C -5.547 0.330 -1.187 0.025 0.143 0.188
C -6.451 1.574 -0.982 -0.041 -0.044 -0.034
C -5.964 2.574 0.061 0.021 -0.039 0.163
F -4.565 2.576 0.227 0.014 0.043 -0.090
H 3.039 2.294 -1.881 -0.043 -0.027 0.047
H 2.622 3.183 -0.420 0.018 -0.034 0.032
H 4.313 2.901 -0.831 -0.016 -0.014 -0.094
H 3.845 1.273 0.891 0.005 -0.013 -0.019
H 2.287 0.883 0.217 -0.002 0.042 0.039
H 4.420 -0.742 -0.196 -0.065 0.039 0.076
H 4.683 0.377 -1.522 0.020 -0.061 0.036
H 3.344 -1.461 -2.371 0.007 0.061 -0.020
H 2.303 -0.054 -2.292 -0.020 -0.016 0.053
H 1.507 -0.927 -0.007 -0.011 0.023 -0.015
H 2.437 -2.366 -0.307 -0.044 -0.002 0.018
H 0.693 -1.805 -2.601 -0.059 -0.025 0.020
H 0.701 -3.231 -1.593 0.063 0.031 0.066
H -0.813 -0.644 -1.133 0.006 0.011 0.138
H -0.539 -1.764 0.181 0.009 -0.110 -0.021
H -1.587 -3.541 -1.502 -0.047 0.011 0.014
H -2.258 -2.132 -2.287 0.040 0.057 0.038
H -2.865 -3.269 0.442 0.000 0.050 0.030
H -3.970 -2.708 -0.806 0.046 -0.062 -0.003
H -2.598 -1.095 1.319 0.028 0.032 -0.021
H -2.958 -0.310 -0.207 -0.067 -0.008 -0.020
H -4.724 -0.068 1.545 -0.006 -0.033 -0.016
H -4.992 -1.796 1.525 0.006 0.021 0.004
H -5.929 -1.746 -0.730 -0.012 0.019 0.035
H -5.717 0.001 -2.222 -0.086 -0.059 0.051
H -4.508 0.699 -1.169 -0.007 -0.022 -0.141
H -6.649 2.099 -1.927 0.188 0.005 -0.018
H -7.396 1.166 -0.613 -0.076 0.124 -0.112
H -6.210 3.605 -0.208 -0.150 -0.032 0.015
H -6.383 2.356 1.045 0.079 -0.090 0.001
C 7.126 2.352 1.769 -0.031 -0.001 -0.031
N 6.848 2.747 0.359 -0.102 -0.073 0.060
O 6.696 3.926 0.117 0.046 -0.029 -0.008
O 6.776 1.845 -0.448 0.082 0.068 -0.051
H 7.154 3.250 2.373 0.002 -0.008 0.008
H 6.330 1.675 2.067 -0.003 0.008 0.010
H 8.074 1.822 1.770 0.002 0.006 0.007
C 1.159 -0.295 3.210 0.002 -0.023 -0.060
N 2.024 -1.376 2.662 -0.018 -0.050 -0.189
O 1.533 -2.473 2.510 0.058 0.004 0.085
O 3.168 -1.077 2.376 0.001 0.004 0.147
H 0.176 -0.710 3.393 -0.012 0.020 -0.006
H 1.636 0.068 4.115 -0.007 0.002 0.002
H 1.135 0.494 2.463 -0.020 -0.002 0.001
```
Forces are in eV/Å.

Values from the calculation:
E_LUMO = 0.0586 Eh
electronic energy = -1179.4134 hartree
E_HOMO = -0.99 eV
net charge = -1
2S+1 = 1
gap between HOMO and LUMO = 2.6 eV

# C17H36IO8P

C17H36IO8P as an isolated structure at a distorted geometry (ωB97M-V/def2-TZVPD, the OMol25 dataset).

XYZ file:
```
63
Properties=species:S:1:pos:R:3:forces:R:3
C -2.275 -4.428 -0.809 0.519 0.486 0.487
C -1.846 -3.940 -2.186 1.066 -0.498 1.621
O -2.669 -3.753 -2.990 -2.204 0.297 -2.398
O -0.535 -3.774 -2.547 -0.009 0.371 0.966
C 0.248 -2.979 -1.652 1.108 0.335 0.290
C 0.436 -1.491 -2.077 0.001 -0.913 -0.598
C -0.657 -0.882 -2.985 0.386 1.052 0.600
C -1.659 0.060 -2.269 0.648 0.103 0.049
I -0.573 1.773 -1.403 0.118 0.097 -0.208
O -2.529 0.630 -3.243 -0.384 0.188 1.234
C -3.633 -0.150 -3.624 -1.440 1.728 2.295
O -3.517 -0.968 -4.420 1.059 -2.898 -3.178
C -5.047 0.102 -3.063 0.908 0.543 -0.379
C -5.684 -1.130 -2.425 -1.966 0.193 0.593
C -7.139 -0.712 -1.981 0.683 0.027 0.618
O -5.810 -2.218 -3.327 0.428 0.176 0.057
P -2.532 -0.750 -0.818 -1.178 -1.006 0.432
C -3.599 0.592 -0.068 1.179 -0.114 -0.405
O -1.437 -1.082 0.385 0.052 0.897 -0.867
H -3.124 -3.807 -0.514 0.059 -0.103 -0.148
H -1.526 -4.309 -0.021 -0.023 -0.303 -0.185
H -2.621 -5.462 -0.869 0.223 0.089 -0.118
H -0.092 -3.001 -0.613 -0.389 -0.197 -0.301
H 1.249 -3.427 -1.647 -0.235 -0.039 0.005
H 0.615 -0.921 -1.161 -0.162 0.063 -0.202
H 1.376 -1.439 -2.639 -0.186 0.000 0.040
H -1.206 -1.607 -3.593 -0.019 -0.080 0.348
H -0.139 -0.222 -3.692 -0.229 -0.141 -0.031
H -5.082 0.989 -2.426 -0.072 -0.341 0.202
H -5.655 0.350 -3.942 0.138 -0.136 0.059
H -5.193 -1.473 -1.509 0.461 0.200 -0.308
H -7.858 -1.452 -2.335 0.086 0.175 -0.105
H -7.407 0.295 -2.316 -0.084 -0.236 -0.103
H -7.182 -0.708 -0.883 -0.134 0.089 -0.207
H -5.714 -3.018 -2.800 0.147 -0.017 -0.300
H -3.719 1.383 -0.814 -0.218 -0.020 0.247
H -3.049 0.997 0.788 -0.218 0.032 -0.096
H -4.548 0.160 0.254 0.063 0.116 -0.107
H -0.866 -0.312 0.587 -0.050 -0.125 0.180
C 3.411 0.522 2.306 -0.213 -0.437 -0.254
C 2.418 1.395 1.553 0.269 0.157 0.599
C 2.688 2.873 1.784 -0.172 0.161 -0.213
O 1.088 1.081 1.972 -0.282 -0.173 -0.310
H 3.341 0.690 3.380 0.060 0.133 -0.034
H 3.194 -0.535 2.133 -0.012 0.040 -0.130
H 4.434 0.725 1.992 0.001 0.009 0.073
H 2.474 1.176 0.485 -0.221 -0.046 0.010
H 2.591 3.123 2.843 0.139 -0.085 0.021
H 1.961 3.482 1.243 0.033 -0.057 -0.069
H 3.690 3.149 1.454 0.003 0.006 0.066
H 1.021 1.269 2.916 0.061 -0.012 -0.063
C 7.373 1.702 4.260 0.027 -0.212 -0.121
C 6.376 2.576 3.515 0.158 0.208 0.662
C 6.656 4.054 3.744 -0.074 0.127 -0.201
O 5.050 2.266 3.945 0.051 0.081 -0.035
H 7.310 1.876 5.338 0.029 0.119 -0.026
H 7.156 0.646 4.093 0.015 0.028 -0.057
H 8.396 1.903 3.935 -0.006 -0.001 0.037
H 6.421 2.356 2.447 -0.180 -0.051 0.014
H 6.570 4.303 4.805 0.091 -0.084 0.019
H 5.929 4.668 3.211 0.034 -0.034 -0.042
H 7.657 4.324 3.404 -0.010 0.013 0.034
H 4.994 2.457 4.890 0.071 0.021 -0.063
```
Forces are in eV/Å.

Values from the calculation:
E_LUMO = 0.0111 Eh
electronic energy = -1910.2759 hartree
E_HOMO = -8.52 eV
2S+1 = 1
gap between HOMO and LUMO = 8.8 eV

# C17H36O12S3

A 3-piece molecular cluster, C17H36O12S3 overall at a distorted geometry (ωB97M-V/def2-TZVPD, the OMol25 dataset).

XYZ file:
```
68
Properties=species:S:1:pos:R:3:forces:R:3
C -3.540 -0.825 -4.709 0.335 0.028 0.007
C -2.677 -0.690 -3.442 -0.481 0.170 -0.235
C -2.656 0.728 -2.884 0.039 -0.197 0.174
C -1.584 1.005 -1.830 -0.370 0.095 0.142
C -1.483 -0.021 -0.683 0.190 0.595 -0.668
C -0.359 -1.035 -0.762 0.119 -0.182 0.422
O 0.067 -1.246 0.634 -0.030 -0.252 0.050
S -0.434 -2.637 1.219 0.614 -0.317 1.360
O -1.272 -2.537 2.368 -0.369 0.703 -0.619
O 0.728 -3.445 1.426 -0.203 -0.042 -0.801
O -1.317 -3.011 -0.028 0.064 -0.201 -0.167
C -0.681 -2.446 -1.237 -0.108 -1.225 0.517
C 0.497 -3.359 -1.585 0.289 0.514 -0.471
C 0.850 -3.463 -3.081 -0.273 -0.822 -0.048
O 0.317 -2.406 -3.895 0.660 0.688 0.641
C 1.295 -1.621 -4.471 0.909 -0.351 -1.352
C 1.265 -0.176 -4.057 -0.553 -0.536 0.228
O 2.111 -2.072 -5.244 -0.925 0.292 1.081
H -3.702 0.139 -5.185 -0.047 0.129 -0.027
H -3.028 -1.448 -5.438 -0.091 -0.167 -0.115
H -4.508 -1.267 -4.503 -0.151 -0.016 0.013
H -1.675 -1.053 -3.657 0.116 0.035 0.075
H -3.122 -1.331 -2.682 0.223 -0.233 0.124
H -3.625 0.920 -2.420 -0.146 0.053 -0.026
H -2.571 1.449 -3.696 0.127 0.088 -0.095
H -1.862 1.945 -1.356 0.077 0.166 -0.010
H -0.614 1.191 -2.286 0.157 -0.113 -0.025
H -2.450 -0.500 -0.550 -0.043 -0.233 0.176
H -1.282 0.551 0.216 -0.077 -0.041 0.223
H 0.553 -0.717 -1.258 -0.094 0.489 -0.148
H -1.439 -2.545 -2.001 -0.186 0.424 -0.048
H 1.388 -3.084 -1.027 0.002 0.153 0.173
H 0.226 -4.355 -1.252 -0.017 -0.128 0.103
H 0.452 -4.398 -3.464 -0.152 -0.018 -0.171
H 1.927 -3.532 -3.201 0.110 0.141 -0.122
H 0.272 0.073 -3.698 -0.082 0.179 -0.160
H 1.935 -0.084 -3.203 0.216 0.120 -0.015
H 1.580 0.466 -4.865 0.150 0.106 -0.088
C 3.051 -0.792 2.874 0.149 -0.013 0.136
C 3.219 -0.053 1.563 -0.392 -0.408 0.131
O 4.087 1.097 1.694 0.060 0.104 -0.085
S 5.654 0.833 1.730 -0.232 0.270 -0.044
C 6.165 2.497 1.468 -0.016 0.057 -0.024
O 6.008 0.034 0.597 0.078 -0.149 0.002
O 6.037 0.426 3.044 0.121 -0.108 0.025
H 3.973 -1.278 3.188 0.017 -0.006 -0.060
H 2.279 -1.556 2.777 -0.021 0.001 -0.076
H 2.763 -0.099 3.665 -0.065 0.021 -0.030
H 3.585 -0.708 0.771 0.152 0.077 0.022
H 2.257 0.346 1.244 0.093 0.198 -0.034
H 5.833 2.815 0.484 -0.008 -0.011 -0.008
H 7.251 2.509 1.526 0.011 -0.052 0.011
H 5.738 3.120 2.248 -0.002 -0.014 0.022
C -2.394 4.718 4.360 -0.181 -0.111 -0.012
C -1.492 3.630 3.813 0.105 0.470 -0.086
O -1.903 2.312 4.229 -0.011 -0.107 0.010
S -3.140 1.650 3.478 0.281 -0.300 0.342
C -2.906 0.005 4.053 0.080 0.023 0.021
O -2.895 1.706 2.067 -0.075 0.127 -0.248
O -4.355 2.179 4.012 -0.132 0.069 -0.125
H -3.389 4.668 3.920 0.010 -0.003 -0.016
H -1.970 5.698 4.139 0.061 -0.016 0.000
H -2.505 4.616 5.439 0.060 0.027 0.017
H -1.435 3.668 2.724 -0.071 -0.111 -0.003
H -0.482 3.745 4.199 -0.001 -0.167 0.065
H -1.961 -0.375 3.674 -0.029 -0.018 -0.024
H -3.732 -0.587 3.667 -0.016 0.026 -0.038
H -2.921 0.012 5.139 -0.023 0.027 0.012
```
Forces are in eV/Å.

Values from the calculation:
E_LUMO = 0.0081 Eh
electronic energy = -2766.7460 hartree
E_HOMO = -10.90 eV
relative energy (zero: lowest compared OMol25 entry of this formula, charge and spin) = 0.0 kJ/mol
SMILES = CCCCC[C@H]1OS(=O)(=O)O[C@@H]1CCOC(C)=O.CCOS(C)(=O)=O.CCOS(C)(=O)=O
2S+1 = 1
gap between HOMO and LUMO = 11.1 eV

# C17H36O9SSi

A 3-piece molecular cluster, C17H36O9SSi overall at a distorted geometry (ωB97M-V/def2-TZVPD, the OMol25 dataset).

XYZ file:
```
64
Properties=species:S:1:pos:R:3:forces:R:3
C -3.236 -1.834 2.108 0.616 0.077 0.401
C -2.157 -0.722 2.390 -1.317 -0.200 -1.348
C -2.865 0.649 2.198 0.072 -0.038 1.012
C -2.001 1.885 2.568 0.122 -0.805 -0.027
C -0.616 1.916 1.820 -2.262 1.624 1.075
C -0.548 3.263 1.036 -0.083 -0.125 -1.184
C 0.420 3.331 -0.200 0.001 -0.135 -0.237
C 1.425 2.140 -0.401 0.053 0.718 -1.121
Si 0.843 0.861 -1.731 0.250 -1.334 0.489
C 1.572 -0.820 -1.145 0.032 1.150 -0.515
C -1.046 0.658 -1.789 -0.180 0.502 0.113
C 1.612 1.204 -3.442 -0.162 -0.031 0.000
O 1.832 1.429 0.792 -0.316 0.117 1.229
S 1.809 2.382 2.148 1.789 -0.116 1.631
O 2.910 1.942 3.039 -2.183 0.174 -1.445
O 0.369 1.909 2.878 1.540 -0.688 -1.541
H -4.231 -1.471 2.411 0.264 -0.239 -0.261
H -3.035 -2.755 2.680 -0.011 0.319 -0.205
H -3.219 -2.111 1.042 -0.296 0.175 0.371
H -1.429 -0.822 1.564 0.234 -0.066 0.782
H -1.704 -0.857 3.379 0.029 0.278 -0.316
H -3.307 0.698 1.188 0.353 0.063 0.209
H -3.727 0.654 2.895 0.266 0.082 -0.366
H -2.588 2.799 2.396 0.325 -0.211 0.037
H -1.802 1.819 3.653 0.012 0.107 -0.445
H -0.597 1.017 1.192 0.663 0.397 0.084
H -0.327 4.125 1.688 -0.085 -0.652 0.143
H -1.568 3.456 0.657 0.434 -0.178 0.082
H 0.994 4.274 -0.206 -0.312 -0.332 0.274
H -0.209 3.374 -1.112 0.321 -0.035 0.339
H 2.356 2.576 -0.832 -0.436 -0.161 0.256
H 1.568 -1.492 -2.018 -0.100 -0.064 0.492
H 2.621 -0.604 -0.871 -0.416 -0.369 0.064
H 1.008 -1.205 -0.285 0.319 -0.110 -0.292
H -1.321 -0.397 -1.951 0.165 0.346 -0.097
H -1.527 0.961 -0.838 0.253 -0.123 -0.365
H -1.503 1.280 -2.579 0.111 -0.323 0.247
H 2.063 2.203 -3.548 -0.166 -0.312 0.021
H 2.397 0.447 -3.611 -0.183 0.377 0.127
H 0.877 1.063 -4.256 0.221 0.160 0.379
C -4.026 -6.250 1.206 0.153 -0.128 0.315
O -4.394 -5.306 0.202 0.045 0.088 0.040
C -5.092 -5.828 -0.806 0.102 0.330 0.052
O -5.414 -6.977 -0.920 -0.089 -0.309 -0.034
O -5.368 -4.848 -1.666 0.002 0.087 -0.035
C -6.118 -5.271 -2.804 -0.180 0.026 -0.323
H -3.467 -5.710 1.966 -0.043 0.163 -0.140
H -4.912 -6.687 1.666 0.023 -0.082 -0.122
H -3.389 -7.029 0.788 -0.139 -0.046 -0.028
H -7.085 -5.670 -2.501 0.092 -0.114 0.011
H -5.563 -6.011 -3.378 -0.069 -0.079 0.105
H -6.280 -4.394 -3.426 0.113 0.088 0.163
C 5.413 1.920 1.457 -0.152 -0.039 0.289
O 6.444 1.631 0.506 0.065 0.015 -0.019
C 6.586 2.558 -0.436 0.123 -0.394 0.172
O 5.941 3.565 -0.542 -0.164 0.270 -0.100
O 7.571 2.172 -1.249 0.078 -0.012 -0.080
C 7.832 3.081 -2.316 0.160 0.119 -0.276
H 5.385 1.101 2.170 0.116 -0.079 -0.149
H 5.632 2.842 1.995 -0.071 0.042 -0.129
H 4.447 1.984 0.966 0.084 0.076 -0.050
H 8.141 4.051 -1.928 -0.148 0.010 -0.006
H 6.955 3.187 -2.955 -0.019 0.102 0.104
H 8.645 2.663 -2.904 -0.019 -0.151 0.149
```
Forces are in eV/Å.

Values from the calculation:
E_LUMO = 0.0186 Eh
electronic energy = -2034.1671 hartree
E_HOMO = -9.62 eV
2S+1 = 1
gap between HOMO and LUMO = 10.1 eV

Question: Among the records above, which one has the lowest E_HOMO?
Answer: C17H36O12S3